{"formula": "C7H34O12", "method": "ωB97M-V/def2-TZVPD", "multiplicity": 1, "relative_energy_kj_mol": 244.7, "charge": 0, "species": ["O", "H", "H", "O", "H", "H", "O", "H", "H", "O", "H", "H", "O", "H", "H", "O", "H", "H", "O", "H", "H", "C", "C", "O", "O", "H", "H", "H", "H", "H", "H", "C", "C", "O", "O", "H", "H", "H", "H", "H", "H", "C", "C", "C", "O", "H", "H", "H", "H", "H", "H", "H", "H"], "xyz": [[2.5424, 1.9875, -2.3903], [3.3571, 1.9195, -2.9026], [1.8489, 2.1763, -3.0373], [-2.4926, 2.6835, -1.6961], [-3.3110, 2.3838, -2.1045], [-1.8053, 2.0618, -1.9942], [-1.3040, -2.1383, -3.4843], [-0.5473, -2.7118, -3.6649], [-1.4178, -1.6119, -4.2882], [-2.2846, -1.7692, 3.7889], [-1.6632, -1.6670, 3.0571], [-1.9474, -1.1810, 4.4750], [2.1932, 3.9662, -0.0714], [1.3143, 4.3874, -0.1084], [2.2730, 3.4107, -0.8623], [-3.7275, -2.3114, -1.8347], [-3.5920, -1.9638, -0.9340], [-2.9725, -1.9663, -2.3353], [-0.4289, -2.9856, 1.0667], [-1.0621, -3.6241, 0.7015], [-0.0955, -3.4088, 1.8694], [-0.6567, 4.5448, 2.3493], [-1.4659, 3.9994, 1.1896], [-0.7739, 4.3482, -0.0204], [-1.2642, 4.2878, 3.5965], [-0.4761, 5.6123, 2.2102], [0.3112, 4.0315, 2.3252], [-2.4821, 4.4021, 1.1644], [-1.4680, 2.9077, 1.3248], [-1.3597, 4.0134, -0.7200], [-1.9894, 3.6664, 3.4850], [-1.6785, 0.2430, 0.5225], [-0.4627, 0.3824, -0.3467], [-0.8379, 0.4021, -1.7446], [-2.3228, -1.0230, 0.3249], [-2.3974, 1.0246, 0.2966], [-1.4232, 0.2945, 1.5930], [0.1852, -0.4804, -0.1460], [0.1344, 1.2595, -0.1095], [-0.8364, -0.4948, -2.1094], [-1.6633, -1.7007, 0.5457], [3.2440, -4.0163, 1.1403], [2.8509, -3.4777, -0.2371], [3.0909, -2.0154, -0.4050], [3.5503, -4.1868, -1.3025], [3.1865, -5.1016, 1.1981], [2.5894, -3.5403, 1.8777], [4.2653, -3.7241, 1.4072], [1.7825, -3.6771, -0.3741], [2.7587, -1.7016, -1.3965], [4.0999, -1.6487, -0.2244], [2.4311, -1.4706, 0.2875], [4.2008, -4.7983, -0.9529]], "atomic_forces_ev_per_a": [[-0.1, 0.0, -0.2], [-0.1, 0.1, 0.1], [0.1, -0.1, 0.1], [0.2, 0.2, -0.1], [0.1, 0.0, 0.0], [-0.3, -0.2, 0.1], [0.3, 0.3, -0.2], [-0.2, 0.0, 0.1], [0.0, -0.2, 0.1], [0.3, 0.1, 0.0], [-0.2, 0.0, 0.0], [-0.1, -0.1, 0.0], [-0.2, 0.2, -0.1], [0.3, -0.4, -0.1], [-0.1, 0.1, 0.2], [0.1, 0.2, 0.3], [0.0, 0.0, -0.5], [-0.2, -0.3, 0.2], [-0.1, -0.4, 0.0], [0.2, 0.0, 0.1], [-0.1, 0.1, -0.1], [0.4, -0.3, -0.4], [0.8, 0.1, -0.1], [-0.7, -0.3, 0.3], [-0.3, 0.2, 0.3], [-0.1, 0.0, 0.2], [0.1, 0.2, -0.1], [0.0, -0.1, 0.1], [-0.4, 0.1, -0.2], [0.2, 0.1, -0.1], [0.0, 0.0, 0.0], [-0.4, -0.5, 0.6], [0.2, -0.8, -0.5], [0.4, 0.2, 0.4], [0.2, 0.2, -0.2], [-0.2, 0.0, 0.0], [0.2, 0.4, -0.2], [0.0, 0.1, -0.2], [-0.2, 0.3, -0.1], [-0.1, 0.1, 0.2], [-0.2, 0.2, 0.1], [0.1, 0.7, -0.1], [0.8, -1.3, -0.2], [-0.9, 1.1, 0.2], [-0.5, 0.4, 0.2], [-0.3, 0.0, 0.0], [0.0, -0.3, 0.1], [0.0, 0.0, -0.1], [0.1, 0.0, -0.1], [0.2, 0.0, -0.1], [0.2, -0.4, -0.1], [0.2, -0.1, 0.0], [0.0, 0.0, 0.3]]}



{"formula": "C19H24N2O5", "method": "ωB97M-V/def2-TZVPD", "multiplicity": 1, "relative_energy_kj_mol": 0.0, "charge": 0, "species": ["C", "N", "C", "C", "C", "C", "C", "O", "N", "C", "O", "C", "H", "H", "O", "C", "O", "C", "C", "C", "C", "H", "C", "C", "H", "H", "C", "C", "C", "H", "H", "C", "H", "H", "H", "H", "H", "O", "H", "H", "H", "H", "H", "H", "H", "H", "H", "H", "H", "H"], "xyz": [[1.7126, -5.0106, 0.6497], [1.1783, -4.7477, 1.9559], [1.1052, -5.6370, 2.9587], [0.5240, -5.0400, 4.0590], [0.2175, -3.7321, 3.6974], [0.6223, -3.5618, 2.3759], [0.6466, -2.3796, 1.5585], [1.3641, -2.1989, 0.5917], [-0.1890, -1.3071, 1.9387], [-1.4768, -1.3127, 2.3937], [-2.0640, -2.2494, 2.8663], [-2.1445, 0.0648, 2.2505], [-2.1378, 0.5643, 3.2225], [-3.1774, -0.0906, 1.9221], [-1.4579, 0.9098, 1.3407], [-1.8705, 0.8921, 0.0543], [-2.8437, 0.2911, -0.3114], [-0.9401, 1.6642, -0.8604], [-1.7800, 2.4597, -1.8679], [-0.8566, 3.1594, -2.8626], [0.0737, 4.1106, -2.1109], [-0.5117, 4.8669, -1.5794], [0.9225, 3.3168, -1.1108], [-0.0037, 2.6097, -0.1095], [0.6107, 2.0633, 0.6081], [-0.5860, 3.3510, 0.4453], [1.7446, 2.2689, -1.8624], [0.8103, 1.3242, -2.6141], [-0.1078, 0.6140, -1.6208], [0.4914, 0.0225, -0.9244], [-0.7809, -0.0655, -2.1471], [-0.0288, 2.1181, -3.6140], [-0.6905, 1.4450, -4.1625], [0.6235, 2.6124, -4.3365], [1.4053, 0.5746, -3.1449], [2.3578, 1.7190, -1.1473], [2.4170, 2.7788, -2.5535], [1.8401, 4.1580, -0.4351], [1.3484, 4.8457, 0.0277], [0.7351, 4.6278, -2.8088], [-1.4619, 3.7312, -3.5740], [-2.4576, 1.7799, -2.3862], [-2.3877, 3.1965, -1.3368], [0.0812, -0.4452, 1.4698], [-0.2371, -2.9886, 4.3185], [0.3444, -5.5020, 5.0088], [1.4652, -6.6411, 2.8399], [2.5656, -4.3605, 0.4499], [2.0247, -6.0521, 0.5942], [0.9597, -4.8178, -0.1163]], "atomic_forces_ev_per_a": [[0.3, 0.0, -0.6], [-0.1, 0.1, 0.1], [0.0, -0.2, 0.3], [0.1, -0.1, 0.0], [0.1, 0.1, -0.4], [-0.1, -0.1, 0.5], [-0.1, 0.3, -0.1], [0.0, -0.1, 0.0], [0.5, 0.3, -0.2], [-0.3, 0.4, -0.1], [-0.3, 0.0, 0.1], [-0.5, -0.3, 0.2], [0.0, -0.1, -0.1], [0.2, 0.0, 0.1], [0.2, 0.2, 0.3], [-0.1, 0.1, -0.4], [0.0, 0.0, 0.0], [-0.3, -0.1, 0.1], [0.0, 0.0, -0.1], [-0.2, 0.1, -0.1], [0.1, -0.1, 0.0], [0.0, 0.1, 0.1], [-0.2, -0.1, -0.1], [0.2, 0.1, -0.2], [0.0, 0.0, 0.0], [0.0, 0.1, 0.0], [-0.1, 0.2, 0.1], [0.1, -0.1, -0.1], [0.1, 0.0, -0.1], [0.0, -0.1, 0.1], [0.0, 0.0, 0.0], [0.0, 0.0, 0.1], [0.0, 0.0, -0.1], [0.0, 0.0, -0.1], [0.0, 0.0, 0.0], [0.1, 0.0, 0.1], [0.1, 0.0, 0.0], [0.2, 0.1, 0.1], [0.0, 0.0, 0.0], [0.1, 0.0, 0.0], [0.0, 0.0, 0.1], [0.0, 0.0, 0.0], [-0.1, 0.0, 0.0], [0.0, -0.3, 0.1], [-0.1, 0.1, 0.0], [0.0, -0.1, 0.2], [0.1, -0.1, -0.1], [-0.1, -0.1, 0.0], [-0.1, 0.0, 0.1], [0.1, 0.0, 0.0]]}



{"formula": "C40H68BrFN4O5", "method": "ωB97M-V/def2-TZVPD", "multiplicity": 1, "charge": 0, "species": ["C", "C", "C", "C", "C", "C", "C", "C", "C", "N", "N", "C", "C", "C", "Br", "C", "C", "C", "C", "C", "C", "C", "C", "C", "C", "N", "C", "C", "C", "F", "O", "C", "C", "O", "N", "O", "C", "O", "O", "H", "H", "H", "H", "H", "H", "H", "H", "H", "H", "H", "H", "H", "H", "H", "H", "H", "H", "H", "H", "H", "H", "H", "H", "H", "H", "H", "H", "H", "H", "H", "H", "H", "H", "H", "H", "H", "H", "H", "H", "C", "C", "C", "C", "C", "C", "H", "H", "H", "H", "H", "H", "H", "H", "H", "H", "H", "H", "H", "H", "C", "C", "C", "C", "C", "C", "H", "H", "H", "H", "H", "H", "H", "H", "H", "H", "H", "H", "H", "H"], "xyz": [[3.0039, 3.8944, 0.6307], [1.7294, 3.5339, 0.5397], [0.2485, 3.0198, 0.8817], [-0.0296, 1.4742, 0.3889], [1.2134, 0.5692, 0.7544], [1.0473, -1.0534, 0.8857], [-0.4505, -1.4138, 1.2827], [-1.0477, -0.9254, 2.6870], [-0.8445, 0.4875, 3.4318], [-1.8732, -1.7714, 3.3414], [1.3556, -1.7684, -0.4408], [0.5149, -1.3155, -1.5978], [1.3162, -0.8997, -2.9351], [2.4090, 0.2729, -2.7789], [1.6647, 2.1270, -2.9609], [1.4319, -3.2978, -0.2916], [1.9463, -4.0006, -1.6815], [3.4404, -3.5975, -2.1371], [1.6251, -5.6091, -1.7512], [0.7117, -6.0297, -3.0154], [2.0507, -3.8338, 1.0737], [3.3203, -4.8810, 0.9391], [3.1521, -6.4431, 1.0244], [4.5255, -7.1659, 0.9209], [5.8137, -6.3327, 0.7721], [6.0400, -4.9156, 0.6616], [4.7435, -4.2955, 0.7641], [0.9861, -4.4942, 2.1478], [-0.0935, -5.5159, 1.6071], [1.6854, -5.0839, 3.3080], [2.6544, -2.8428, 1.9431], [2.2497, -1.4834, 1.8538], [3.6944, -0.7431, 1.5060], [4.6286, -1.3352, 2.5011], [5.5844, -0.3749, 2.6607], [6.4915, -0.6042, 1.8990], [2.0624, -1.0458, 3.4333], [2.4242, 0.0813, 3.9318], [1.5044, -1.9925, 4.3459], [4.0982, 4.2301, 0.8237], [-0.4857, 3.6638, 0.2386], [-0.0762, 3.1982, 1.9785], [-1.0618, 1.2037, 0.8010], [-0.1615, 1.5656, -0.7696], [1.6770, 1.0469, 1.7168], [2.0287, 0.7400, -0.0681], [-1.2022, -0.9657, 0.4994], [-0.7315, -2.5491, 1.2276], [0.1634, 1.0051, 3.2423], [-0.9674, 0.4216, 4.5906], [-1.7149, 1.1770, 3.0782], [-2.1952, -1.3118, 4.2240], [2.3421, -1.5187, -0.7127], [-0.1455, -2.2298, -1.9168], [-0.2556, -0.4991, -1.3929], [0.5085, -0.4933, -3.6769], [1.8294, -1.7679, -3.4909], [3.1088, 0.1547, -1.8499], [3.1332, 0.1592, -3.6895], [0.3014, -3.6049, -0.3091], [1.3006, -3.6636, -2.6028], [4.1118, -4.5361, -1.9539], [3.9285, -2.7545, -1.4990], [3.5384, -3.2760, -3.2462], [1.1603, -6.0319, -0.7956], [2.6555, -6.1341, -1.9017], [1.2949, -6.0348, -4.0236], [0.1319, -7.0206, -2.8461], [-0.1068, -5.2029, -3.1419], [2.1523, -6.9800, 1.1461], [4.5709, -8.3179, 0.9593], [6.8020, -6.9553, 0.7412], [4.8044, -3.1340, 0.6632], [0.4120, -3.6158, 2.6666], [-0.4281, -5.4385, 0.5129], [0.1365, -6.6482, 1.7905], [-1.0697, -5.3393, 2.2308], [4.0736, -1.0021, 0.4487], [3.7032, 0.3758, 1.7488], [-7.4581, 3.8864, 4.4787], [-6.3531, 4.5228, 3.6468], [-5.5102, 3.5034, 2.8787], [-4.7367, 2.5054, 3.7461], [-3.7745, 3.1280, 4.7601], [-2.6572, 3.9347, 4.1135], [-7.0532, 3.2362, 5.2586], [-8.0535, 4.6605, 4.9700], [-8.1283, 3.2939, 3.8487], [-5.7178, 5.1402, 4.2901], [-6.8133, 5.2063, 2.9245], [-4.8094, 4.0440, 2.2326], [-6.1646, 2.9387, 2.2040], [-4.1719, 1.8389, 3.0842], [-5.4448, 1.8645, 4.2832], [-3.3234, 2.3212, 5.3490], [-4.3197, 3.7579, 5.4698], [-2.0745, 3.3133, 3.4280], [-1.9795, 4.3196, 4.8803], [-3.0473, 4.7911, 3.5572], [-0.4439, 5.2152, -3.3362], [-1.5475, 4.3017, -3.8517], [-1.2489, 3.7100, -5.2304], [-1.1077, 4.7294, -6.3651], [-2.3183, 5.6398, -6.5814], [-3.5786, 4.8826, -6.9763], [-0.3117, 6.0907, -3.9773], [-0.6893, 5.5741, -2.3331], [0.5097, 4.6813, -3.2800], [-2.4982, 4.8446, -3.8641], [-1.6751, 3.4772, -3.1408], [-2.0377, 2.9920, -5.4818], [-0.3215, 3.1277, -5.1729], [-0.9032, 4.1849, -7.2939], [-0.2266, 5.3553, -6.1847], [-2.0774, 6.3516, -7.3791], [-2.5138, 6.2375, -5.6857], [-3.4172, 4.3076, -7.8923], [-4.3976, 5.5840, -7.1575], [-3.9001, 4.1957, -6.1892]], "atomic_forces_ev_per_a": [[-6.6, -1.9, 0.0], [6.3, 1.4, 2.1], [-0.1, 0.5, -1.6], [-0.1, 1.5, -1.0], [0.8, 0.3, -0.4], [0.1, 1.2, 1.7], [-1.9, -0.6, 0.1], [-1.9, -1.5, 3.5], [-0.1, 0.7, -0.4], [2.5, 2.5, -2.5], [1.5, 0.4, -0.3], [-1.8, -0.9, -2.9], [-0.3, 1.0, -0.4], [1.4, -1.3, -1.0], [0.5, -1.4, 0.4], [-2.5, -2.2, -1.4], [-0.4, 0.2, -1.5], [1.0, -0.7, 0.6], [1.2, -0.6, -0.5], [-0.8, 1.1, -0.1], [1.9, -1.5, 2.6], [1.8, -2.4, -0.6], [4.6, 2.6, -0.6], [-1.0, 3.2, 0.0], [-0.3, -0.7, 0.0], [-6.2, -3.3, 0.8], [-0.7, 0.0, -0.2], [-1.0, 0.4, 0.8], [-1.4, -1.1, 0.9], [-1.0, 0.8, -2.9], [-1.2, 0.2, -2.1], [1.8, 1.4, 1.8], [-0.9, -0.2, 0.7], [-2.2, -0.3, -1.4], [3.0, -0.1, -1.7], [-1.3, 0.9, 1.7], [-2.4, -1.4, 7.0], [-0.6, -2.3, -3.5], [2.2, 3.6, -5.9], [-2.7, -0.8, -0.7], [1.4, -1.0, 1.2], [1.1, -0.4, -1.7], [1.7, 0.1, -0.3], [0.3, -0.3, 2.0], [-0.8, -1.5, -1.5], [-1.4, -0.1, 1.4], [1.7, -0.6, 1.2], [0.9, 2.0, 0.3], [-1.6, -0.9, 0.3], [0.4, -0.4, -2.2], [1.5, -1.1, 0.4], [0.4, -0.4, -1.0], [-0.9, 0.1, 0.6], [1.2, 1.7, 0.7], [1.6, -1.0, 0.4], [1.4, -0.8, 1.4], [-0.8, 1.2, 1.2], [-1.5, 0.6, -1.5], [-1.4, 0.4, 1.7], [2.0, 0.6, 0.3], [0.8, -0.1, 2.2], [-1.0, 1.9, -0.4], [-0.9, -1.3, -1.0], [-0.4, -0.7, 1.8], [0.7, 0.8, -1.4], [-1.8, 0.8, 0.6], [-0.9, -0.2, 1.9], [1.3, 1.6, -0.3], [1.3, -1.5, 0.2], [1.8, 0.9, -0.1], [0.1, 2.2, 0.0], [-2.0, 1.2, 0.0], [-0.2, -2.4, 0.4], [1.4, -1.4, -1.1], [0.8, 0.2, 1.5], [0.0, 2.2, -0.3], [1.8, -0.3, -1.1], [-0.4, 0.5, 1.3], [-0.3, -1.6, -0.7], [0.0, 0.1, 0.1], [-0.1, 0.0, -0.1], [0.1, 0.1, -0.1], [-0.1, 0.0, 0.1], [0.0, -0.2, -0.1], [0.0, 0.2, 0.2], [-0.1, 0.0, -0.1], [0.0, -0.1, 0.0], [0.1, 0.0, 0.1], [0.0, 0.0, -0.1], [0.1, 0.0, 0.0], [0.0, 0.0, 0.0], [0.0, 0.0, 0.0], [0.0, 0.0, 0.0], [0.0, 0.0, -0.1], [-0.1, 0.1, 0.0], [0.0, 0.0, 0.0], [0.0, 0.1, 0.0], [0.0, 0.0, -0.1], [0.1, -0.1, 0.0], [-0.1, 0.1, 0.1], [0.1, -0.1, 0.0], [-0.1, -0.1, 0.0], [0.1, 0.1, 0.1], [0.1, -0.1, -0.1], [-0.1, 0.1, 0.1], [0.0, -0.1, 0.1], [0.1, 0.0, -0.1], [0.0, 0.1, 0.0], [0.0, 0.0, 0.0], [-0.1, 0.0, -0.1], [0.0, 0.0, 0.0], [0.0, 0.0, 0.0], [0.0, 0.0, 0.0], [0.0, -0.1, 0.0], [0.0, 0.0, 0.1], [0.0, 0.0, 0.0], [0.0, 0.0, 0.1], [0.0, -0.1, 0.0], [0.0, 0.0, -0.1]]}



no.,HOMO (eV)
1,-10.1
2,-8.6
3,-7.2